Entry 1:
Molecular formula: C43H38ClMnN3OP2S
Method: DFT, the ωB97M-V functional and the def2-TZVPD basis

Spin multiplicity ... 5
Frontier orbital gap (spin up / spin down) ... 0.1747 / 0.2758 hartree
Net charge ... +3

XYZ file:
```
90
Properties=species:S:1:pos:R:3:forces:R:3
Mn -0.52724 0.33723 -0.38076 -0.43 -0.63 -0.77
O 1.72797 -0.75680 1.65982 0.03 -0.10 0.06
C 2.95912 -1.10495 1.13739 -0.32 0.21 0.31
C 3.91237 -1.80781 1.84113 0.28 -0.20 0.09
C 5.10852 -2.10969 1.20192 0.00 -0.03 0.06
C 5.33481 -1.71392 -0.11322 0.09 -0.05 0.02
C 4.34223 -1.05659 -0.81559 0.03 -0.01 -0.15
C 3.13325 -0.75454 -0.18926 -0.16 0.02 -0.23
P 1.78247 -0.01409 -1.14215 0.62 0.09 -0.29
C 2.42462 1.57666 -1.69910 -0.05 -0.03 0.10
C 2.00870 2.13174 -2.90955 0.00 0.08 -0.04
C 2.47734 3.37906 -3.28981 0.03 0.02 0.02
C 3.34266 4.08415 -2.45483 -0.03 0.02 -0.06
C 3.73773 3.54344 -1.23880 -0.01 -0.03 0.04
C 3.27857 2.28877 -0.85842 0.07 0.07 -0.02
C 1.54644 -1.06367 -2.59049 -0.02 -0.07 0.05
C 2.39723 -1.01218 -3.69797 -0.06 -0.06 -0.09
C 2.28217 -1.97156 -4.69331 0.00 0.03 0.00
C 1.32120 -2.97435 -4.59969 0.04 -0.01 -0.06
C 0.45481 -3.01487 -3.51624 -0.02 0.00 0.02
C 0.57282 -2.06186 -2.51613 0.12 0.04 -0.18
C 1.47363 -0.28402 2.92264 0.21 -0.15 -0.39
C 2.39728 0.06354 3.88301 0.10 0.08 0.26
C 1.91246 0.51005 5.10890 0.11 0.01 -0.01
C 0.54673 0.60587 5.36651 0.02 0.02 0.06
C -0.36457 0.30233 4.37402 -0.07 0.08 -0.08
C 0.10760 -0.13874 3.13488 -0.24 0.11 -0.14
P -0.91697 -0.65780 1.75667 -0.18 -0.36 1.34
C -1.09069 -2.44163 1.84385 0.03 0.07 -0.25
C -0.33697 -3.26323 1.00708 0.08 -0.07 0.09
C -0.44867 -4.64092 1.11180 0.00 0.00 -0.01
C -1.31013 -5.19262 2.05159 -0.04 -0.01 0.03
C -2.04117 -4.37161 2.90429 0.00 -0.01 0.00
C -1.93723 -2.99167 2.80896 0.05 -0.11 0.02
C -2.49334 0.16193 1.94532 -0.03 0.04 0.00
C -3.70874 -0.50954 1.74869 0.00 -0.01 -0.02
C -4.89975 0.16639 1.92280 -0.08 0.09 0.00
C -4.89156 1.51887 2.26912 0.02 -0.01 -0.01
C -3.68935 2.20160 2.43313 -0.05 -0.05 -0.02
C -2.48964 1.53064 2.26460 -0.13 -0.07 -0.01
H 3.72436 -2.13471 2.85625 0.04 0.03 -0.06
H 5.86949 -2.66555 1.73719 -0.04 0.06 -0.04
H 6.28006 -1.93228 -0.59531 -0.07 0.00 0.06
H 4.51621 -0.77285 -1.84983 -0.06 -0.05 0.12
H 1.33976 1.58405 -3.56387 0.02 0.00 -0.01
H 2.18946 3.79565 -4.24833 0.02 -0.02 0.05
H 3.72414 5.05062 -2.76402 -0.04 -0.06 0.02
H 4.41936 4.08899 -0.59592 -0.06 -0.05 -0.05
H 3.60538 1.85927 0.08130 0.02 0.01 -0.02
H 3.14131 -0.23131 -3.79178 0.02 -0.03 0.03
H 2.94879 -1.93914 -5.54693 -0.04 -0.01 0.05
H 1.24791 -3.72614 -5.37722 0.00 0.08 0.04
H -0.30228 -3.78856 -3.45198 0.05 0.06 0.01
H -0.09577 -2.10137 -1.66893 0.04 -0.03 0.07
H 3.46048 -0.00335 3.70009 -0.04 0.01 0.02
H 2.62137 0.78662 5.88126 -0.05 -0.04 -0.05
H 0.19826 0.92268 6.34121 0.03 -0.01 -0.05
H -1.42757 0.39760 4.56236 0.05 -0.02 -0.03
H 0.36196 -2.83302 0.29772 0.01 -0.01 0.02
H 0.13942 -5.28365 0.46922 -0.01 0.02 0.01
H -1.40544 -6.26942 2.12859 0.02 0.07 0.02
H -2.69077 -4.80746 3.65248 0.01 0.01 -0.03
H -2.49510 -2.36046 3.49185 0.02 -0.03 -0.05
H -3.72058 -1.56206 1.49127 0.01 0.05 0.01
H -5.84067 -0.35959 1.80421 0.07 0.06 0.02
H -5.83026 2.03968 2.41647 0.05 -0.02 -0.01
H -3.69222 3.24973 2.70857 0.00 -0.08 -0.03
H -1.55517 2.05989 2.40201 0.05 0.01 0.02
Cl -3.99664 -4.03188 -1.42670 -0.02 -0.12 -0.01
C -3.78092 -2.33984 -1.55861 -0.10 -0.15 -0.02
C -4.78242 -1.51490 -2.03778 -0.22 0.16 -0.09
C -4.53778 -0.15035 -2.08928 -0.17 -0.06 -0.07
C -3.32166 0.34128 -1.66617 0.15 -0.15 0.12
N -2.34536 -0.46564 -1.21064 -0.03 -0.16 0.01
C -2.58308 -1.78997 -1.16516 0.26 0.33 0.04
H -5.73058 -1.93303 -2.35821 0.07 0.05 0.02
H -5.29201 0.53304 -2.45517 0.00 -0.03 0.01
H -3.11725 1.40198 -1.66767 0.04 0.01 0.02
H -1.80309 -2.43991 -0.78747 -0.13 0.08 -0.01
C -0.35559 5.43533 0.13201 -0.04 -0.02 -0.23
N -0.77516 5.13410 -1.24723 0.02 0.03 0.31
C -0.96792 3.93662 -1.75428 0.07 -0.31 -0.15
N -1.35366 3.80197 -3.02068 -0.04 0.00 -0.03
S -0.72494 2.54093 -0.76687 -0.01 1.32 0.30
H -0.14504 6.49946 0.18158 -0.01 -0.01 0.01
H 0.54618 4.88075 0.37898 0.02 -0.02 -0.04
H -1.14548 5.19278 0.84028 -0.03 -0.02 -0.04
H -0.96948 5.92372 -1.84584 0.02 0.07 -0.01
H -1.52153 4.59895 -3.61689 0.02 0.00 -0.01
H -1.46520 2.88710 -3.41890 0.00 -0.03 -0.01
```
Positions in Å, forces in eV/Å.



Entry 2:
Molecular formula: C43H38GeIN9SSeTi
Method: DFT, the ωB97M-V functional and the def2-TZVPD basis

Spin multiplicity ... 2
Frontier orbital gap (spin up / spin down) ... 0.2220 / 0.2127 hartree
Net charge ... +3

XYZ file:
```
95
Properties=species:S:1:pos:R:3:forces:R:3
Ti -0.14022 0.22833 -0.16449 -0.17 -0.21 -1.14
N -4.16135 -1.30490 -0.95988 0.10 0.04 -0.07
C -4.48960 -0.10650 -1.57017 -0.08 -0.03 0.06
C -5.70193 0.34075 -2.08299 0.06 0.02 -0.06
C -5.73199 1.64033 -2.53679 0.03 0.00 0.00
C -4.58903 2.45424 -2.47622 -0.02 -0.04 0.00
C -3.38756 1.99010 -1.98426 0.01 0.00 -0.06
C -3.32846 0.67147 -1.52674 0.05 -0.06 0.00
N -2.30255 -0.08126 -0.92150 -0.18 -0.05 0.11
C -2.87217 -1.21823 -0.58722 0.00 -0.07 0.08
C -2.15691 -2.22142 0.17224 0.00 -0.05 -0.07
C -2.59281 -3.45541 0.54243 0.07 0.09 -0.04
S -1.35850 -4.28400 1.36768 -0.01 -0.07 0.02
C -0.34574 -2.95154 1.17411 -0.01 0.11 -0.05
N -0.86116 -1.91568 0.54948 0.13 0.07 0.25
H -4.78002 -2.08642 -0.81788 -0.01 0.02 0.02
H -6.57516 -0.29508 -2.12073 -0.03 0.00 0.04
H -6.65245 2.04603 -2.93178 0.00 0.01 -0.02
H -4.65786 3.47797 -2.81650 0.00 0.01 -0.02
H -2.54098 2.65273 -1.94621 0.00 0.00 0.03
H -3.55183 -3.91328 0.36702 -0.03 -0.01 -0.01
H 0.65611 -2.99140 1.55354 0.07 0.02 0.03
Se -0.23967 0.42511 -8.05686 0.00 -0.02 0.18
N -0.06452 -0.91822 -6.90636 -0.02 0.15 -0.01
C -0.08642 -0.39251 -5.70562 0.00 -0.19 -0.01
C 0.02928 -1.17905 -4.48264 0.01 0.01 -0.10
C 0.22448 -2.56057 -4.51248 -0.01 0.02 0.02
C 0.35588 -3.23029 -3.31903 0.00 0.04 0.05
C 0.25754 -2.51191 -2.13089 -0.06 -0.04 -0.03
N 0.04418 -1.19976 -2.07251 -0.09 0.06 -0.26
C -0.03811 -0.53174 -3.24636 0.04 0.06 0.02
C -0.14362 0.92832 -3.17806 -0.09 0.00 0.03
N -0.12211 1.49837 -1.95115 -0.04 0.23 -0.15
C -0.24580 2.82719 -1.87591 0.14 0.03 -0.08
C -0.33478 3.65611 -2.98635 0.00 -0.07 0.08
C -0.32688 3.08384 -4.23831 0.00 0.01 0.01
C -0.24231 1.69594 -4.34209 0.01 -0.05 -0.11
C -0.23148 1.02234 -5.63620 -0.02 0.20 0.03
N -0.33082 1.65651 -6.77918 0.02 -0.16 -0.01
H 0.28477 -3.06645 -5.46676 -0.01 -0.01 -0.02
H 0.53182 -4.29567 -3.28630 0.00 -0.02 0.00
H 0.36067 -3.03222 -1.18927 -0.03 0.00 -0.01
H -0.30014 3.26472 -0.88794 -0.03 0.00 0.00
H -0.41786 4.72471 -2.84902 -0.01 0.01 0.00
H -0.39256 3.67679 -5.14098 0.00 0.02 -0.01
N 2.18983 -0.28928 -0.73621 -0.08 -0.13 0.32
C 3.21133 0.70632 -0.34588 0.04 -0.01 -0.07
C 2.52260 2.04640 -0.32597 -0.01 0.04 0.08
N 1.27767 1.85888 0.44717 0.04 0.01 0.27
H 2.49773 -1.20622 -0.42191 0.00 -0.04 -0.11
H 2.15311 -0.34094 -1.74949 -0.02 -0.03 0.03
H 4.06140 0.70322 -1.02958 0.00 0.00 0.04
H 3.58356 0.44618 0.64609 -0.01 0.00 0.00
H 2.27098 2.36375 -1.33772 0.00 0.01 0.03
H 3.14627 2.82188 0.12407 0.03 -0.04 -0.04
H 0.77802 2.74185 0.54553 0.00 -0.02 -0.03
H 1.54220 1.69029 1.41713 -0.03 0.09 0.06
I -1.05181 3.09780 2.34311 0.04 0.07 0.06
C -1.43679 1.36497 1.14579 0.06 0.00 0.22
H -1.87400 0.64146 1.84254 -0.08 -0.04 -0.09
H -2.25465 1.72450 0.52500 0.01 -0.10 0.04
C 5.63602 -2.53304 1.94722 0.03 -0.02 -0.03
C 4.53336 -3.03575 1.26537 -0.01 0.00 0.00
C 3.27600 -2.50687 1.49973 0.00 0.01 0.07
C 3.09413 -1.46742 2.42432 -0.02 0.08 -0.46
C 4.21610 -0.97636 3.10760 -0.05 -0.03 0.01
C 5.47347 -1.51820 2.87474 -0.01 0.03 0.05
Ge 1.42003 -0.65315 2.93832 0.79 -0.21 1.61
C 0.19676 -1.81133 3.84997 -0.30 -0.09 -0.39
C -1.15571 -1.51642 4.04237 0.02 0.03 0.08
C -1.96285 -2.40365 4.73445 0.00 0.00 0.00
C -1.42721 -3.58855 5.22905 -0.03 -0.01 0.01
C -0.08225 -3.88069 5.05206 0.06 0.02 0.00
C 0.73268 -3.00287 4.35035 -0.02 0.02 -0.02
C 1.66533 1.00034 3.84920 -0.23 0.31 -0.35
C 0.84819 1.25029 4.96125 0.04 -0.01 0.00
C 0.99963 2.42199 5.68543 -0.01 -0.05 0.01
C 1.93276 3.36722 5.28921 0.01 0.03 0.00
C 2.76676 3.12483 4.19992 -0.01 -0.03 -0.01
C 2.63023 1.95445 3.48074 0.07 -0.07 0.06
H 6.61955 -2.94058 1.75827 0.01 -0.02 0.01
H 4.65743 -3.84651 0.56023 0.00 0.00 -0.02
H 2.44395 -2.93352 0.95396 -0.03 0.00 -0.02
H 4.11294 -0.19894 3.85160 0.01 0.04 -0.01
H 6.32600 -1.14226 3.42359 0.01 0.01 0.01
H -1.57905 -0.58837 3.67712 0.00 0.02 -0.03
H -3.00545 -2.16938 4.90170 -0.02 0.00 -0.01
H -2.06067 -4.28367 5.76328 -0.01 0.01 0.03
H 0.33561 -4.78932 5.46352 0.01 -0.02 0.00
H 1.78211 -3.23993 4.21890 0.01 -0.02 -0.03
H 0.12341 0.51772 5.28926 -0.06 0.01 -0.04
H 0.38544 2.59783 6.55764 -0.02 0.01 0.00
H 2.02083 4.29700 5.83465 0.05 -0.01 0.05
H 3.52914 3.84270 3.93116 -0.01 0.03 -0.02
H 3.32421 1.75935 2.66944 -0.04 0.00 -0.08
```
Positions in Å, forces in eV/Å.



Energy, record by record: -4592.14222, -8177.14674 Eh